1.
Molecular formula: C3H9IN3
Method: DFT, the ωB97M-V functional and the def2-TZVPD basis

Results
E_tot = -15817.765 eV
Gap between HOMO and LUMO (alpha / beta) = 8.72 / 8.72 eV
F_max = 0.1107 hartree/bohr
Highest occupied orbital energy (alpha / beta) = -12.585 / -12.585 eV
E_LUMO (alpha / beta) = -3.869 / -3.869 eV
Net charge = +1
Spin multiplicity = 1
ΔE to the lowest compared entry with this formula, charge and spin = 3.239 eV

Structure (XYZ):
```
16
Properties=species:S:1:pos:R:3:forces:R:3
C 1.630896 0.696483 -0.245419 1.275 0.904 -1.034
C 1.979575 2.124064 0.047543 -1.907 -0.746 2.335
C -1.858950 -1.140331 -0.471357 1.408 -0.049 1.259
N 0.415832 0.389358 0.052905 4.626 -3.303 -0.301
N 0.020145 -0.819846 0.420962 -4.094 0.393 -0.506
N -2.208255 -2.250562 0.123750 -0.463 -1.112 -0.636
I -2.846462 0.696860 -0.124431 0.134 -0.656 0.077
H 2.450554 -0.038011 -0.513996 -1.548 0.564 0.509
H 1.060964 2.422430 0.667326 1.423 0.535 -0.910
H 2.169929 2.855500 -0.708678 0.534 0.049 -0.519
H 2.737708 1.990893 0.836248 0.266 0.725 -0.514
H -1.564576 -1.252743 -1.452092 0.907 0.110 -2.032
H 0.701310 -1.548403 0.333775 0.752 -0.085 -0.510
H -1.934270 -3.233952 -0.132165 -0.384 1.851 0.262
H -2.582930 -2.035961 0.998817 -0.776 -0.833 1.848
H -0.171470 1.144223 0.166816 -2.151 1.654 0.670
```
Positions in Å, forces in eV/Å.

***

2.
Molecular formula: C3H9N
Method: DFT, the ωB97M-V functional and the def2-TZVPD basis

Results
E_tot = -4744.982 eV
Gap between HOMO and LUMO = 10.83 eV
F_max = 0.0599 hartree/bohr
Highest occupied orbital energy = -9.774 eV
E_LUMO = 1.052 eV
Net charge = 0
SMILES = C=NC.C
Spin multiplicity = 1
ΔE to the lowest compared entry with this formula, charge and spin = 2.127 eV

Structure (XYZ):
```
13
Properties=species:S:1:pos:R:3:forces:R:3
C -1.145927 0.273285 0.668856 1.238 -0.859 -0.513
N 0.045967 -0.226230 0.628426 -3.014 -0.555 0.315
C 0.634268 -0.400095 1.934014 0.919 1.982 0.987
H -1.874274 0.131528 -0.194276 1.228 0.870 0.980
H -1.412471 0.773545 1.619302 -0.804 -0.398 -0.467
H 1.270173 -1.312572 1.951910 -0.811 0.624 0.407
H -0.014862 -0.126501 2.829719 0.042 -1.543 -0.963
H 1.260802 0.478207 2.088009 1.149 -0.140 -0.330
C 0.323287 0.075654 -2.303540 -2.410 0.138 0.148
H 0.534790 -0.070595 -3.373075 0.917 -0.219 0.609
H 1.087389 0.214564 -1.505631 -0.295 -0.088 -1.325
H -0.342394 -0.792651 -1.969644 0.970 1.134 -0.449
H -0.366745 0.981860 -2.374065 0.871 -0.945 0.602
```
Positions in Å, forces in eV/Å.

***

3.
Molecular formula: C3H9N
Method: DFT, the ωB97M-V functional and the def2-TZVPD basis

Results
E_tot = -4746.639 eV
Gap between HOMO and LUMO = 10.52 eV
F_max = 0.0397 hartree/bohr
Highest occupied orbital energy = -9.336 eV
E_LUMO = 1.180 eV
Net charge = 0
SMILES = CC(C)N
Spin multiplicity = 1
ΔE to the lowest compared entry with this formula, charge and spin = 0.470 eV

Structure (XYZ):
```
13
Properties=species:S:1:pos:R:3:forces:R:3
C 0.609822 1.045664 -0.703983 -0.450 -0.689 0.570
C -0.453007 0.024363 -0.129092 1.116 0.113 0.797
C -0.210008 -0.171110 1.362026 0.497 -0.096 -0.431
N -0.499455 -1.326984 -0.727277 1.341 0.329 -1.199
H 0.594759 0.885689 -1.793783 -0.009 0.792 0.196
H 1.695908 0.847608 -0.380155 -1.733 0.315 -0.118
H 0.205420 2.049148 -0.349937 1.055 -0.960 -0.848
H -1.458690 0.447418 -0.291077 0.364 0.014 0.015
H -0.934925 -0.880273 1.691283 -0.489 -0.530 0.640
H -0.249402 0.716065 1.970993 -0.250 0.515 0.039
H 0.795948 -0.584401 1.521431 -0.182 -0.082 -0.121
H 0.313923 -1.945974 -0.417618 -1.287 1.401 -0.739
H -0.410291 -1.107214 -1.752812 0.028 -1.122 1.200
```
Positions in Å, forces in eV/Å.

***

4.
Molecular formula: C3H9N2
Method: DFT, the ωB97M-V functional and the def2-TZVPD basis

Results
E_tot = -6227.589 eV
Gap between HOMO and LUMO = 6.38 eV
F_max = 0.0511 hartree/bohr
Highest occupied orbital energy = -12.988 eV
E_LUMO = -6.612 eV
Net charge = +1
Spin multiplicity = 1
ΔE to the lowest compared entry with this formula, charge and spin = 3.460 eV

Structure (XYZ):
```
14
Properties=species:S:1:pos:R:3:forces:R:3
C -2.286106 0.842581 0.129755 0.357 -0.591 -1.889
N -1.580348 -0.086867 0.689081 -0.071 2.148 1.508
H -2.179257 1.907137 0.326796 -1.021 -0.095 1.453
H -2.870176 0.579766 -0.744569 0.511 0.063 -0.577
H -1.343551 0.187717 1.639162 0.952 -0.047 -0.034
H -0.769587 -0.491714 0.197202 -0.584 -1.300 -0.525
C 1.457077 -0.787062 0.829015 0.247 -0.281 1.297
C 1.603970 0.078750 -0.157970 -0.374 -0.648 -1.778
N 0.855082 -0.112347 -1.359089 -0.094 0.236 0.190
H 0.843163 -1.682020 0.758024 -0.169 0.088 -0.412
H 1.965000 -0.758899 1.784269 0.281 0.380 -0.217
H 2.308478 0.887437 -0.290443 -0.013 0.228 0.946
H 0.865463 -1.067161 -1.687741 -0.006 -0.099 -0.042
H 1.130798 0.502687 -2.113491 -0.016 -0.083 0.080
```
Positions in Å, forces in eV/Å.

***

5.
Molecular formula: C3H9N2
Method: DFT, the ωB97M-V functional and the def2-TZVPD basis

Results
E_tot = -6230.266 eV
Gap between HOMO and LUMO = 11.29 eV
F_max = 0.0483 hartree/bohr
Highest occupied orbital energy = -15.310 eV
E_LUMO = -4.016 eV
Net charge = +1
SMILES = CC/[NH+]=C/N
Spin multiplicity = 1
ΔE to the lowest compared entry with this formula, charge and spin = 0.783 eV

Structure (XYZ):
```
14
Properties=species:S:1:pos:R:3:forces:R:3
C -0.634487 0.222543 -1.748380 1.776 1.079 1.138
C -1.024457 -0.681663 -0.547202 -1.649 0.702 -1.071
N -0.032358 -0.560436 0.516093 0.967 -0.212 0.384
C 0.631085 0.504073 0.911679 -0.776 0.471 0.811
N 1.600032 0.367844 1.825220 -1.620 -0.770 -1.719
H -0.880747 1.279875 -1.525172 -0.689 -0.560 -0.164
H 0.499742 0.373369 -1.697499 -1.254 -0.978 -0.933
H -1.046589 -0.041402 -2.727624 0.345 -0.120 0.391
H -2.030158 -0.355974 -0.210128 0.664 0.086 0.335
H -1.248848 -1.739439 -0.774474 0.987 0.410 -0.022
H 0.352021 -1.423697 0.907655 -0.563 0.064 -0.344
H 0.296838 1.520483 0.628251 0.357 -0.776 -0.112
H 1.659169 -0.626949 2.054908 1.040 0.892 1.040
H 1.858757 1.161371 2.386678 0.414 -0.289 0.266
```
Positions in Å, forces in eV/Å.

***

6.
Molecular formula: C3H9N2
Method: DFT, the ωB97M-V functional and the def2-TZVPD basis

Results
E_tot = -6229.356 eV
Gap between HOMO and LUMO = 10.97 eV
F_max = 0.0330 hartree/bohr
Highest occupied orbital energy = -14.539 eV
E_LUMO = -3.568 eV
Net charge = +1
SMILES = C=C[NH2+]CN
Spin multiplicity = 1
ΔE to the lowest compared entry with this formula, charge and spin = 1.693 eV

Structure (XYZ):
```
14
Properties=species:S:1:pos:R:3:forces:R:3
C 1.498558 -1.598609 0.186803 0.297 0.959 -0.150
C 1.533231 -0.298636 -0.089265 -0.222 -0.419 0.308
N 0.354977 0.476341 -0.510931 -0.186 0.005 1.521
C -0.978884 0.091136 0.186852 -0.751 0.517 -1.430
N -1.807455 1.242011 0.109179 0.457 -0.194 0.076
H 0.591386 -2.173269 0.310847 0.074 -0.246 -0.653
H 2.467791 -2.055078 0.339163 -0.201 -0.186 0.554
H 2.338063 0.358390 0.209900 0.478 -0.233 -0.776
H 0.159401 0.485396 -1.509611 0.454 -0.003 -0.157
H 0.491686 1.438183 -0.197603 -0.049 0.178 -0.405
H -0.699457 -0.255552 1.173488 -0.268 0.164 0.167
H -1.357052 -0.708511 -0.453708 0.006 -0.240 0.449
H -2.396453 1.369256 -0.699130 -0.058 -0.307 0.136
H -2.195789 1.628944 0.944015 -0.032 0.005 0.359
```
Positions in Å, forces in eV/Å.

***

7.
Molecular formula: C3H9N2
Method: DFT, the ωB97M-V functional and the def2-TZVPD basis

Results
E_tot = -6227.988 eV
Gap between HOMO and LUMO = 10.54 eV
F_max = 0.0504 hartree/bohr
Highest occupied orbital energy = -14.881 eV
E_LUMO = -4.346 eV
Net charge = +1
Spin multiplicity = 1
ΔE to the lowest compared entry with this formula, charge and spin = 3.060 eV

Structure (XYZ):
```
14
Properties=species:S:1:pos:R:3:forces:R:3
C 1.162386 -0.908841 0.100343 -1.332 -1.656 -0.182
N 1.883981 -0.921671 -1.014063 -1.259 0.292 -0.352
H 1.414328 -0.295453 0.944720 0.105 0.394 -0.106
H 0.617275 -1.840792 0.309938 0.931 0.241 0.251
H 1.693011 -1.706294 -1.626505 0.059 0.092 -0.046
H 1.946111 -0.054595 -1.537689 0.877 0.082 0.304
C -0.339214 1.390434 0.615860 0.208 -1.521 1.497
C -1.897589 -0.230102 0.043653 -1.795 0.331 -1.843
N -0.656957 0.008341 0.115967 0.172 1.497 -0.602
H 0.732683 1.537360 0.544931 0.042 0.282 -0.295
H -0.532175 1.284021 1.694485 -0.209 1.000 -0.210
H -0.882403 2.171456 0.084904 -0.069 -0.251 0.271
H -2.422922 -0.821219 -0.739735 1.222 -1.174 0.958
H -2.718515 0.387353 0.463191 1.049 0.391 0.354
```
Positions in Å, forces in eV/Å.

***

8.
Molecular formula: C3H9N2
Method: DFT, the ωB97M-V functional and the def2-TZVPD basis

Results
E_tot = -6228.811 eV
Gap between HOMO and LUMO = 10.38 eV
F_max = 0.0772 hartree/bohr
Highest occupied orbital energy = -14.152 eV
E_LUMO = -3.774 eV
Net charge = +1
SMILES = NC1([NH3+])CC1
Spin multiplicity = 1
ΔE to the lowest compared entry with this formula, charge and spin = 2.237 eV

Structure (XYZ):
```
14
Properties=species:S:1:pos:R:3:forces:R:3
N -1.309048 -0.441077 0.843313 0.250 -1.135 0.351
C -0.104019 -0.185110 0.145501 -0.217 2.271 0.447
N 0.088650 -1.032435 -1.081272 -0.917 2.930 -2.517
C 1.116484 0.531399 0.660682 -2.648 -0.114 2.132
C 0.158486 1.342770 -0.163546 -0.358 -3.542 1.491
H -1.774027 0.356941 1.286238 0.444 -0.408 -0.526
H -1.217870 -1.203089 1.518133 -0.198 0.374 -0.112
H 0.665007 -0.444340 -1.782802 -0.812 -1.235 1.286
H -0.873450 -1.045230 -1.552516 1.417 -0.807 0.810
H 0.564794 -1.916430 -1.022821 -0.187 -0.814 0.404
H 2.009026 0.160040 0.292817 1.950 -0.011 -0.561
H 1.002451 0.671476 1.760105 0.686 -0.022 -1.005
H -0.650986 1.873632 0.268674 0.019 1.114 0.184
H 0.324502 1.331452 -1.172506 0.572 1.398 -2.383
```
Positions in Å, forces in eV/Å.

***

9.
Molecular formula: C3H9N2
Method: DFT, the ωB97M-V functional and the def2-TZVPD basis

Results
E_tot = -6227.571 eV
Gap between HOMO and LUMO = 9.16 eV
F_max = 0.1456 hartree/bohr
Highest occupied orbital energy = -12.934 eV
E_LUMO = -3.774 eV
Net charge = +1
SMILES = CN/C=C/[NH3+]
Spin multiplicity = 1
ΔE to the lowest compared entry with this formula, charge and spin = 3.478 eV

Structure (XYZ):
```
14
Properties=species:S:1:pos:R:3:forces:R:3
C 2.420039 0.408804 0.041970 1.435 0.701 0.275
N 1.462941 -0.523769 -0.401180 -5.975 -1.300 -1.258
C -0.023143 -0.200047 -0.167212 -0.237 1.213 0.898
C -1.394032 -0.595866 -0.260375 6.233 -2.835 -3.031
N -2.438697 0.081003 0.363991 -2.266 2.130 0.246
H 2.229708 0.462690 1.162125 0.890 0.987 -1.457
H 3.379596 -0.140874 -0.172372 -0.623 0.778 0.770
H 2.477472 1.330139 -0.646191 -0.248 -0.766 1.728
H 1.777855 -0.968141 -1.271617 -1.202 -0.103 0.491
H -0.088488 0.757792 0.417852 0.938 -0.685 -0.245
H -1.676786 -1.484777 -0.818533 -0.172 0.263 0.126
H -2.964465 0.848430 -0.174505 0.672 -1.477 0.353
H -2.035783 0.572160 1.121457 0.474 1.022 1.501
H -3.126220 -0.547546 0.804596 0.081 0.073 -0.399
```
Positions in Å, forces in eV/Å.

***

10.
Molecular formula: C3H9N2
Method: DFT, the ωB97M-V functional and the def2-TZVPD basis

Results
E_tot = -6223.754 eV
Gap between HOMO and LUMO = 6.08 eV
F_max = 0.0487 hartree/bohr
Highest occupied orbital energy = -15.180 eV
E_LUMO = -9.096 eV
Net charge = +1
Spin multiplicity = 1
ΔE to the lowest compared entry with this formula, charge and spin = 7.294 eV

Structure (XYZ):
```
14
Properties=species:S:1:pos:R:3:forces:R:3
C 1.811975 -0.195354 0.667235 0.013 0.267 -0.087
C 0.993683 0.681258 -0.312440 0.477 -1.395 0.879
N -1.549987 -0.044110 1.020712 -0.667 -1.773 0.002
C -1.633254 -0.289533 -0.248550 0.213 1.471 -2.013
N 0.137871 -0.272376 -1.031983 1.003 0.072 0.600
H 2.354262 -0.904947 0.044715 0.035 -0.177 0.257
H 1.183682 -0.733070 1.394139 0.178 0.264 -0.332
H 2.551506 0.407316 1.209347 -0.246 -0.005 -0.105
H 1.673632 1.138407 -1.046414 -0.465 0.210 -0.032
H 0.427537 1.428351 0.233435 0.226 0.455 -0.334
H -1.603659 -1.327579 -0.610118 0.751 -0.303 0.377
H -2.362892 0.482606 1.368587 0.556 1.022 -0.141
H -2.054676 0.381850 -1.010628 -1.154 -0.159 0.818
H 0.040058 0.102601 -1.987124 -0.921 0.052 0.111
```
Positions in Å, forces in eV/Å.